Molecular formula: C12H14N2O2
Method: DFT, wB97M-V/def2-TZVPD

Geometry as ORCA input:
```
! wB97M-V def2-TZVPD RIJCOSX def2/J DEFGRID3
* xyz 0 1
C -0.564 0.627 3.604
C 0.545 -0.002 2.678
C 0.756 -1.435 3.057
C 0.080 0.051 1.181
C 1.184 -0.140 0.145
C 0.554 -0.222 -1.162
N 0.944 -1.121 -2.081
C 0.328 -1.022 -3.274
O 0.747 -1.995 -4.174
C -0.557 -0.007 -3.673
C -1.129 0.220 -4.988
N -1.488 0.256 -6.107
C -0.983 0.870 -2.695
C -0.520 0.741 -1.410
C -0.805 1.779 -0.364
O -0.567 1.349 0.953
H -1.225 -0.155 3.985
H 0.039 1.033 4.399
H -1.104 1.531 3.246
H 1.500 0.440 2.608
H 1.488 -1.373 3.870
H 1.057 -2.097 2.251
H -0.114 -1.815 3.495
H -0.720 -0.732 0.981
H 1.607 -1.110 0.463
H 1.907 0.676 0.318
H 0.877 -2.703 -3.477
H -1.590 1.731 -2.931
H -1.903 1.887 -0.281
H -0.344 2.742 -0.614
*
```

## Properties
total energy	-19744.62353	eV

How is the electron density shared among the atoms? According to Mulliken, the charges in e are: C -1.3592; C 0.5179; C -1.5113; C -0.2323; C -0.6115; C 0.3015; N -0.7043; C 0.5321; O -0.5249; C 0.3024; C 0.0466; N -0.5147; C -0.7023; C 0.7645; C -0.9280; O -0.3332; H 0.2857; H 0.4269; H 0.2976; H 0.4917; H 0.3600; H 0.4087; H 0.3896; H 0.2396; H 0.2296; H 0.3904; H 0.3823; H 0.4818; H 0.3757; H 0.1973